1.
{"formula": "C23H24N6OSeTi", "method": "ωB97M-V/def2-TZVPD", "species": ["C", "H", "C", "Se", "H", "C", "C", "H", "H", "Ti", "C", "C", "C", "H", "C", "H", "N", "H", "H", "C", "N", "H", "H", "H", "C", "H", "C", "N", "H", "C", "N", "H", "C", "C", "C", "H", "O", "H", "H", "H", "N", "N", "C", "C", "C", "H", "H", "C", "C", "H", "C", "H", "H", "H", "C", "C"], "xyz": [[-3.1294, 1.9063, -0.5111], [-0.4979, -1.3566, 5.8787], [1.9861, 3.2312, -0.4943], [-2.8224, 0.7638, 0.8813], [-2.4872, -3.2066, 3.3049], [-0.9707, -0.7121, 5.1411], [-0.5590, 1.3984, -2.6316], [4.1835, 1.6995, -1.1668], [2.5628, -4.1908, 0.4168], [-0.5670, 0.1079, -0.1038], [2.4236, -3.2275, -0.0547], [-2.5527, 0.3363, -3.8246], [3.4143, -2.6633, -0.8447], [-2.4946, 1.0815, -4.6068], [1.8029, 1.4790, 1.1215], [-0.2644, 0.0494, 4.8234], [-1.3863, -1.5335, 3.9825], [-2.6881, -2.1467, -0.9334], [4.6746, 2.5270, 0.3031], [1.5559, 0.3958, -1.9866], [-0.5901, -0.9914, 1.7249], [-3.2997, -2.2209, 4.5404], [0.2681, 4.4870, -0.7611], [-1.8470, -0.2364, 5.5762], [-3.5193, -1.6244, -2.8345], [-1.9479, -3.2849, 4.9916], [0.6856, 3.6350, -0.2392], [1.0032, -1.3559, -0.4411], [-0.0314, 1.4689, 2.2409], [-0.0775, 2.9590, 0.7042], [-3.2403, 2.6067, -1.4228], [-0.9531, 2.3822, -2.3813], [-3.4799, -0.6869, -3.8659], [0.4801, 1.8698, 1.3784], [3.1736, -1.4393, -1.4530], [2.5780, 3.7683, -1.2277], [2.1835, 0.8104, -2.9192], [-4.1709, -0.7607, -4.6960], [0.4619, -2.9453, 0.7603], [4.2582, 0.8169, 0.3740], [0.3048, 0.8628, -1.5711], [-1.7368, -0.4926, -1.7470], [-2.6551, -1.4809, -1.7828], [2.5718, 2.1522, 0.1815], [1.2418, -2.5423, 0.1357], [0.0040, 1.4804, -3.5586], [2.2422, 0.6653, 1.6877], [-2.3466, -2.6340, 4.2172], [1.9619, -0.8311, -1.2338], [4.3547, -3.1763, -0.9999], [3.9987, 1.7671, -0.0928], [3.8866, -0.9644, -2.1135], [-4.2279, -2.4397, -2.8418], [-1.0738, 3.2989, 0.9447], [-0.9737, -1.2528, 2.7940], [-1.6722, 0.3905, -2.7635]], "atomic_forces_ev_per_a": [[-0.13, 0.23, -0.26], [0.01, -0.03, -0.01], [0.07, 0.02, 0.01], [0.25, -0.13, 0.11], [0.02, 0.02, -0.03], [-0.03, -0.06, -0.07], [0.00, -0.20, 0.06], [0.00, 0.00, 0.02], [0.00, 0.03, -0.02], [-0.23, 0.08, 0.32], [0.13, -0.07, -0.01], [-0.01, -0.03, -0.13], [0.04, -0.03, 0.00], [-0.01, -0.03, 0.01], [-0.10, -0.13, -0.02], [0.01, 0.00, -0.04], [0.05, -0.02, -0.08], [0.02, -0.04, 0.08], [0.00, 0.00, -0.01], [-0.11, -0.14, -0.01], [-0.11, -0.07, 0.19], [-0.01, 0.03, 0.00], [0.03, 0.00, 0.02], [-0.03, 0.00, -0.01], [-0.08, -0.01, -0.10], [0.03, -0.01, 0.01], [0.03, 0.01, -0.05], [0.25, 0.13, -0.08], [-0.13, -0.09, 0.04], [0.01, 0.01, -0.10], [0.04, -0.09, 0.18], [-0.05, 0.05, 0.07], [-0.04, 0.01, -0.05], [0.13, 0.14, 0.18], [0.12, -0.06, -0.04], [-0.03, -0.01, 0.02], [0.03, 0.20, -0.06], [0.02, 0.00, 0.03], [-0.06, -0.02, 0.04], [-0.02, 0.03, 0.01], [0.23, 0.10, -0.38], [-0.23, 0.02, -0.22], [0.07, 0.12, 0.06], [0.08, 0.06, -0.09], [-0.08, 0.13, -0.05], [0.09, 0.03, -0.07], [0.01, -0.01, 0.04], [0.06, 0.06, -0.02], [-0.17, -0.11, 0.02], [-0.02, 0.00, 0.01], [-0.04, 0.05, 0.01], [-0.01, -0.01, 0.01], [0.00, 0.01, 0.00], [-0.06, 0.01, 0.02], [-0.14, -0.06, 0.36], [0.10, -0.12, 0.06]], "mulliken_charge": [0.322, 0.334, -0.002, -0.002, 0.328, -0.876, -1.272, 0.351, 0.444, -0.142, -0.876, -1.118, -0.453, 0.520, 0.169, 0.310, 0.016, 0.442, 0.442, -0.263, -0.522, 0.334, 0.474, 0.349, -0.936, 0.353, -1.157, 0.723, 1.010, -0.388, -0.454, 0.478, -0.292, -1.128, -0.926, 0.484, -0.579, 0.460, 0.501, 0.364, 0.904, 0.515, -0.164, 0.521, -0.337, 0.583, 0.386, -0.924, 0.869, 0.509, -1.649, 0.599, 0.450, 0.702, 0.484, 0.729], "multiplicity": 1, "relative_energy_kj_mol": 76.52, "orbital_gap_ha": 0.259, "e_homo_ev": -14.8, "charge": 2}

2.
{"formula": "H6O3", "method": "ωB97M-V/def2-TZVPD", "species": ["O", "H", "H", "H", "H", "H", "H", "O", "O"], "xyz": [[-1.0195, -1.2653, 1.3140], [1.6977, 1.1655, 0.0583], [-0.2657, -0.8987, 1.7934], [-0.2355, 0.5592, -0.5864], [-1.2178, -0.5407, 0.6643], [1.9238, -0.2475, -0.2639], [-1.2073, 0.1420, -1.6030], [1.5473, 0.5709, -0.6431], [-1.2229, 0.5146, -0.7336]], "atomic_forces_ev_per_a": [[0.28, 0.85, -0.28], [0.31, 1.63, 1.22], [-0.18, -0.27, 0.16], [-1.00, 0.19, -0.12], [-0.19, -0.90, 0.35], [-0.31, 0.22, -0.59], [-0.52, -0.45, -0.94], [0.22, -1.80, -0.51], [1.40, 0.54, 0.70]], "mulliken_charge": [-0.673, 0.333, 0.277, 0.420, 0.402, 0.353, 0.317, -0.704, -0.724], "smiles": "O.O.O", "multiplicity": 1, "relative_energy_kj_mol": 43.52, "orbital_gap_ha": 0.406, "e_homo_ev": -10.8, "charge": 0}

- Which formula does entry 2 have?
  H6O3